2 unconnected molecules or ions with the total composition CH2ClNO2S at a distorted geometry, computed with wB97M-V/def2-TZVPD.

## Properties
* highest occupied orbital energy: -9.0 eV
* HOMO-LUMO gap: 9.3 eV
* energy above the lowest of the compared OMol25 structures with the same formula, charge and spin: 0.933 eV
* E_tot: -30011.27524 eV

Cartesian coordinates (Å):
N1 -1.78 -1.26 2.49
C1 -1.08 -0.86 1.57
O1 -0.26 -0.45 0.82
H1 -2.39 -1.86 2.96
O2 1.77 0.20 -2.04
S1 0.95 1.43 -2.82
Cl1 1.57 3.02 -1.67
H2 1.20 -0.22 -1.31

A molecular structure, C21H23BrN2O2RuS3 at a distorted geometry, computed with wB97M-V/def2-TZVPD.

## Properties
* highest occupied orbital energy: -14.3 eV
* HOMO-LUMO gap: 7.6 eV
* E_tot: -134343.51054 eV
* total charge: +2

Cartesian coordinates (Å):
Ru1 0.43 -0.28 0.40
C1 3.03 0.60 -1.55
C2 3.14 1.29 -0.21
S1 1.59 1.65 0.60
C3 0.82 2.82 -0.58
C4 -0.67 2.62 -0.59
S2 -1.16 0.91 -0.81
C5 -0.85 0.49 -2.53
C6 0.59 0.41 -2.96
S3 1.57 -0.48 -1.71
H1 2.99 1.30 -2.39
H2 3.90 -0.03 -1.70
H3 3.66 0.65 0.51
H4 3.72 2.21 -0.29
H5 1.04 3.83 -0.23
H6 1.30 2.69 -1.54
H7 -1.07 2.83 0.40
H8 -1.18 3.26 -1.30
H9 -1.33 -0.48 -2.63
H10 -1.41 1.19 -3.15
H11 0.66 -0.14 -3.89
H12 1.03 1.39 -3.13
Br1 -2.30 -1.82 1.43
C7 -1.26 -3.21 0.66
C8 -1.90 -4.23 0.00
C9 -1.15 -5.07 -0.85
C10 0.17 -4.82 -1.10
C11 0.85 -3.80 -0.40
C12 2.23 -3.53 -0.65
C13 2.89 -2.56 0.03
C14 2.25 -1.90 1.12
C15 0.94 -2.21 1.44
C16 0.14 -3.05 0.57
H13 -2.97 -4.35 0.10
H14 -1.66 -5.88 -1.36
H15 0.71 -5.40 -1.83
H16 2.75 -4.12 -1.39
H17 3.93 -2.35 -0.18
H18 2.85 -1.37 1.86
C17 -1.55 2.46 4.83
N1 -0.88 1.24 4.33
C18 -0.72 0.17 5.12
C19 -0.20 -0.99 4.65
C20 0.15 -0.98 3.30
O1 0.54 -2.13 2.78
N2 0.12 0.08 2.50
C21 -0.52 1.23 2.99
O2 -0.76 2.19 2.30
H19 -1.65 2.38 5.91
H20 -2.53 2.56 4.37
H21 -0.95 3.33 4.57
H22 -1.05 0.27 6.15
H23 -0.08 -1.87 5.26

10 unconnected molecules or ions with the total composition C16H31N3O24 at a distorted geometry, computed with wB97M-V/def2-TZVPD.

## Properties
* highest occupied orbital energy: 1.9 eV
* HOMO-LUMO gap: 2.6 eV
* energy above the lowest of the compared OMol25 structures with the same formula, charge and spin: 4.150 eV
* E_tot: -70696.36295 eV
* total charge: -4

Cartesian coordinates (Å):
C1 1.70 -1.01 3.39
C2 2.40 -1.41 4.62
O1 1.92 -1.29 5.70
N1 3.85 -1.82 4.46
H1 3.97 -2.51 3.71
H2 4.58 -1.12 4.32
C3 4.33 -2.64 5.63
H3 0.83 -1.65 3.20
H4 2.18 -1.28 2.44
H5 1.36 0.02 3.31
H6 5.21 -3.21 5.33
H7 3.54 -3.27 6.04
H8 4.67 -2.02 6.46
C4 -1.69 -1.44 1.27
C5 -0.77 -1.62 0.09
O2 -0.78 -2.63 -0.54
N2 0.34 -0.59 -0.20
H9 0.37 -0.02 0.65
H10 1.23 -1.08 -0.34
C6 -0.05 0.14 -1.53
H11 -2.73 -1.73 1.12
H12 -1.94 -0.38 1.40
H13 -1.26 -1.98 2.11
H14 0.80 0.74 -1.81
H15 -0.89 0.80 -1.31
H16 -0.40 -0.63 -2.22
C7 0.34 2.97 -4.01
C8 -0.94 3.64 -4.48
O3 -1.73 4.05 -3.70
N3 -1.14 3.68 -6.04
H17 -0.29 3.82 -6.59
H18 -1.49 2.73 -6.14
C9 -2.22 4.70 -6.42
H19 1.07 3.16 -4.81
H20 0.22 1.88 -3.97
H21 0.69 3.45 -3.10
H22 -3.20 4.25 -6.54
H23 -1.91 5.13 -7.37
H24 -2.34 5.50 -5.69
O4 -5.69 -0.46 0.08
C10 -5.36 -1.58 -0.64
O5 -6.05 -2.63 -0.64
O6 -4.22 -1.40 -1.17
H25 -4.78 -0.12 -0.06
O7 -2.74 0.98 3.58
C11 -2.42 0.33 4.74
O8 -1.25 -0.13 4.81
O9 -3.26 0.19 5.66
H26 -1.78 0.98 3.37
O10 2.59 2.16 -1.82
C12 3.85 2.65 -1.84
O11 4.29 3.27 -0.83
O12 4.57 2.62 -2.88
H27 2.24 2.51 -0.99
O13 -1.62 -0.62 -4.77
C13 -1.31 -1.97 -4.82
O14 -0.17 -2.26 -5.25
O15 -2.20 -2.78 -4.53
H28 -0.72 -0.35 -5.02
O16 -0.17 3.77 2.08
C14 0.10 2.65 1.34
O17 0.32 2.81 0.12
O18 -0.23 1.56 1.86
H29 -0.36 3.25 2.88
O19 4.72 -0.85 -0.65
C15 3.59 -1.20 0.00
O20 2.81 -2.07 -0.50
O21 3.30 -0.61 1.07
H30 4.50 -1.36 -1.45
O22 -2.56 -3.90 3.27
C16 -2.20 -5.17 3.55
O23 -3.12 -6.05 3.66
O24 -1.01 -5.40 3.90
H31 -3.48 -4.18 3.46

6 unconnected molecules or ions with the total composition C54H114N6O6 at a distorted geometry, computed with wB97M-V/def2-TZVPD.

## Properties
* highest occupied orbital energy: -7.9 eV
* HOMO-LUMO gap: 8.3 eV
* energy above the lowest of the compared OMol25 structures with the same formula, charge and spin: 9.489 eV
* E_tot: -79057.73629 eV

Cartesian coordinates (Å):
C1 5.95 4.26 0.36
C2 6.17 3.93 1.94
C3 6.85 2.74 1.99
C4 7.09 5.05 2.49
C5 7.24 5.15 4.05
C6 5.91 4.82 4.79
C7 4.92 3.80 4.14
C8 5.30 2.41 4.48
C9 3.55 4.20 4.73
N1 4.89 4.12 2.69
O1 3.77 3.68 2.09
H1 5.32 5.11 0.10
H2 6.89 4.64 -0.02
H3 5.53 3.42 -0.20
H4 7.56 2.69 2.81
H5 6.10 1.95 1.94
H6 7.42 2.49 1.09
H7 8.10 5.16 2.10
H8 6.54 5.93 2.18
H9 8.13 4.62 4.37
H10 7.49 6.14 4.41
H11 5.42 5.76 5.04
H12 6.27 4.46 5.76
H13 6.35 2.17 4.33
H14 4.84 1.62 3.89
H15 5.27 2.14 5.53
H16 3.87 4.19 5.77
H17 2.65 3.59 4.60
H18 3.33 5.19 4.35
H19 3.58 4.58 1.80
C10 4.09 1.88 -1.94
C11 2.93 1.02 -2.21
C12 2.68 0.98 -3.80
C13 3.38 -0.46 -1.83
C14 2.18 -1.46 -1.76
C15 1.04 -0.86 -0.88
C16 0.49 0.57 -1.25
C17 -0.36 0.48 -2.60
C18 -0.47 1.06 -0.07
N2 1.72 1.44 -1.36
O2 1.32 2.69 -1.55
H20 4.47 1.81 -0.92
H21 4.97 1.55 -2.49
H22 3.84 2.94 -2.04
H23 2.33 1.93 -4.21
H24 3.59 0.70 -4.32
H25 1.84 0.33 -4.05
H26 3.99 -1.05 -2.51
H27 3.82 -0.41 -0.83
H28 1.65 -1.75 -2.67
H29 2.52 -2.43 -1.41
H30 1.30 -0.92 0.17
H31 0.14 -1.47 -0.90
H32 -0.24 -0.46 -3.13
H33 -0.19 1.35 -3.24
H34 -1.40 0.56 -2.29
H35 -0.99 1.97 -0.38
H36 0.24 1.29 0.72
H37 -1.02 0.20 0.31
H38 1.45 3.05 -0.68
C19 -4.58 3.63 -5.56
C20 -3.57 2.50 -5.09
C21 -4.03 2.10 -3.62
C22 -3.68 1.24 -6.01
C23 -3.19 1.58 -7.41
C24 -1.68 1.87 -7.22
C25 -1.33 3.04 -6.30
C26 0.19 2.73 -5.93
C27 -1.41 4.39 -7.00
N3 -2.15 2.88 -5.05
O3 -1.86 3.96 -4.19
H39 -4.40 3.98 -6.58
H40 -5.63 3.33 -5.57
H41 -4.36 4.53 -4.99
H42 -3.25 2.10 -2.86
H43 -4.74 2.78 -3.15
H44 -4.54 1.15 -3.47
H45 -3.14 0.40 -5.57
H46 -4.69 0.85 -6.16
H47 -3.34 0.77 -8.12
H48 -3.88 2.31 -7.84
H49 -1.40 2.16 -8.23
H50 -1.11 0.97 -7.03
H51 0.52 3.29 -5.06
H52 1.00 3.03 -6.60
H53 0.34 1.66 -5.76
H54 -2.44 4.63 -7.26
H55 -0.79 4.45 -7.90
H56 -0.86 5.19 -6.50
H57 -1.24 3.58 -3.56
C28 -2.72 -5.93 4.63
C29 -1.45 -5.04 4.39
C30 -0.48 -5.51 5.43
C31 -1.07 -5.43 2.97
C32 -1.82 -4.75 1.88
C33 -1.69 -3.28 2.14
C34 -2.32 -2.68 3.44
C35 -1.80 -1.17 3.40
C36 -3.84 -2.75 3.44
N4 -1.72 -3.59 4.58
O4 -2.19 -3.30 5.83
H58 -2.62 -6.98 4.37
H59 -3.01 -5.86 5.68
H60 -3.70 -5.69 4.21
H61 0.36 -4.81 5.49
H62 -0.86 -5.39 6.44
H63 -0.14 -6.54 5.34
H64 0.01 -5.43 2.84
H65 -1.36 -6.43 2.65
H66 -1.40 -4.94 0.89
H67 -2.83 -5.11 1.70
H68 -2.15 -2.92 1.21
H69 -0.67 -2.92 2.01
H70 -2.02 -0.68 4.35
H71 -2.22 -0.60 2.57
H72 -0.75 -1.26 3.16
H73 -4.14 -2.50 2.42
H74 -4.25 -2.02 4.14
H75 -4.23 -3.75 3.65
H76 -1.42 -2.95 6.28
C37 2.55 -5.70 -1.67
C38 2.46 -7.01 -2.51
C39 2.59 -6.83 -3.98
C40 3.73 -7.91 -2.16
C41 3.54 -8.59 -0.78
C42 2.18 -9.34 -0.79
C43 0.99 -8.57 -1.10
C44 -0.15 -9.64 -1.52
C45 0.45 -7.91 0.18
N5 1.18 -7.76 -2.25
O5 0.05 -7.01 -2.61
H77 2.91 -5.83 -0.65
H78 3.25 -5.10 -2.25
H79 1.58 -5.20 -1.58
H80 3.60 -6.45 -4.12
H81 2.46 -7.70 -4.63
H82 1.84 -6.16 -4.39
H83 3.86 -8.72 -2.88
H84 4.54 -7.22 -1.97
H85 4.40 -9.12 -0.37
H86 3.47 -7.76 -0.08
H87 2.16 -9.72 0.23
H88 2.31 -10.26 -1.37
H89 -0.07 -10.58 -0.97
H90 -0.22 -9.86 -2.59
H91 -1.11 -9.22 -1.22
H92 -0.02 -8.61 0.86
H93 -0.20 -7.06 -0.02
H94 1.18 -7.29 0.70
H95 0.25 -6.86 -3.54
C46 -4.34 2.34 1.13
C47 -4.75 3.38 2.12
C48 -5.99 2.78 2.82
C49 -3.62 3.39 3.13
C50 -3.69 4.50 4.09
C51 -3.86 5.79 3.35
C52 -4.98 5.91 2.33
C53 -6.36 6.18 3.01
C54 -4.62 7.15 1.56
N6 -4.90 4.66 1.50
O6 -5.84 4.60 0.45
H96 -4.06 1.37 1.55
H97 -5.21 2.12 0.52
H98 -3.54 2.70 0.48
H99 -5.96 1.77 3.23
H100 -6.18 3.43 3.68
H101 -6.76 2.83 2.06
H102 -3.53 2.49 3.73
H103 -2.69 3.40 2.56
H104 -4.50 4.31 4.79
H105 -2.84 4.49 4.77
H106 -2.88 6.01 2.92
H107 -3.90 6.60 4.08
H108 -6.46 5.55 3.90
H109 -7.24 5.82 2.47
H110 -6.49 7.21 3.32
H111 -5.52 7.23 0.95
H112 -3.72 7.15 0.93
H113 -4.50 8.02 2.19
H114 -6.65 4.41 0.93